{"formula": "C24H26N4O3", "method": "wB97M-V/def2-TZVPD", "smiles": "O=C(CCCCCn1c(=O)[nH]c2ccccc2c1=O)NCCc1c[nH]c2ccccc12", "relative_energy_ev": 0.0414, "e_tot_ha": -1375.0267, "homo_energy_ha": -0.292, "symbols": ["O", "C", "C", "C", "C", "C", "C", "N", "C", "O", "N", "C", "C", "C", "C", "C", "C", "C", "O", "N", "C", "C", "C", "C", "N", "C", "C", "C", "C", "C", "C", "H", "H", "H", "H", "H", "H", "H", "H", "H", "H", "H", "H", "H", "H", "H", "H", "H", "H", "H", "H", "H", "H", "H", "H", "H", "H"], "coordinates": [[2.38891, 2.40580, 1.65223], [2.74266, 2.34142, 0.49297], [4.05997, 1.72512, 0.05591], [3.84451, 0.26767, -0.37265], [3.27017, -0.57013, 0.76967], [3.34851, -2.07370, 0.52092], [2.50676, -2.56514, -0.65674], [1.07284, -2.34433, -0.48739], [0.44135, -3.13305, 0.45729], [1.02854, -3.94069, 1.13895], [-0.91333, -2.95259, 0.57515], [-1.67384, -2.16799, -0.25362], [-3.06293, -2.13444, -0.15862], [-3.78802, -1.36458, -1.04338], [-3.14784, -0.62732, -2.03294], [-1.77329, -0.64237, -2.11984], [-1.02188, -1.40642, -1.22773], [0.44091, -1.42504, -1.30970], [1.07825, -0.70772, -2.05785], [1.98952, 2.80505, -0.53004], [0.61976, 3.22795, -0.35300], [-0.33963, 2.38231, -1.21103], [-1.60950, 2.06199, -0.49743], [-2.87101, 2.48126, -0.79669], [-3.77399, 1.93071, 0.07569], [-3.10497, 1.14081, 0.96422], [-3.57162, 0.36608, 2.01831], [-2.64321, -0.34624, 2.74657], [-1.27973, -0.28551, 2.44478], [-0.81230, 0.48257, 1.40302], [-1.72913, 1.20345, 0.63972], [4.74677, 1.75787, 0.90282], [4.48785, 2.29802, -0.76884], [3.16933, 0.23490, -1.22990], [4.80618, -0.15081, -0.68092], [3.82199, -0.34527, 1.68470], [2.23265, -0.28310, 0.94608], [3.02730, -2.60523, 1.41753], [4.38411, -2.35510, 0.31801], [2.79277, -2.05745, -1.57824], [2.65734, -3.64273, -0.76826], [-1.36662, -3.50013, 1.29421], [-3.55816, -2.71406, 0.60540], [-4.86508, -1.34447, -0.97009], [-3.72701, -0.04019, -2.72825], [-1.25234, -0.07787, -2.87691], [2.30666, 2.66546, -1.47638], [0.52294, 4.29017, -0.60229], [0.39849, 3.10209, 0.70965], [0.16562, 1.44439, -1.45565], [-0.56478, 2.89814, -2.14624], [-3.20033, 3.13491, -1.58201], [-4.76603, 2.09261, 0.06699], [-4.62436, 0.32672, 2.25846], [-2.97204, -0.95728, 3.57476], [-0.58317, -0.84853, 3.04885], [0.24346, 0.54203, 1.18979]], "forces_ev_per_angstrom": [[-0.1081, -0.1068, 0.4436], [0.5993, 0.0948, -0.2748], [-0.0670, -0.1519, 0.0512], [-0.0401, 0.0805, 0.2155], [0.1924, -0.1956, -0.2604], [-0.2527, 0.1394, 0.0069], [0.5237, -0.1819, 0.0623], [0.2229, 0.0571, -0.0443], [-0.5488, -0.1070, 0.0960], [0.2539, -0.1948, 0.1733], [-0.0708, -0.2189, 0.2615], [-0.0280, 0.3211, -0.5243], [0.0841, -0.0721, 0.0229], [0.1353, -0.0712, -0.0148], [-0.0332, 0.0302, -0.1078], [0.0705, -0.1655, 0.0957], [-0.3657, -0.0896, 0.0085], [-0.1928, 0.0818, -0.0655], [0.0017, 0.0501, -0.1048], [-0.1786, 0.1672, -0.3999], [-0.1341, 0.0014, 0.0575], [-0.0720, 0.0904, 0.1935], [-0.1301, 0.2755, -0.2549], [0.3126, 0.0857, -0.0809], [-0.4647, 0.1030, -0.0627], [0.4712, -0.2074, 0.2393], [-0.0919, 0.0350, 0.0680], [-0.1479, -0.0132, 0.0578], [0.2212, -0.0419, 0.0859], [-0.0533, 0.0245, 0.0360], [-0.4741, 0.0428, 0.1360], [-0.0501, 0.0872, -0.0256], [0.0281, 0.0440, 0.0138], [0.0724, -0.0604, -0.0649], [0.0119, -0.0144, -0.0562], [-0.0803, 0.0520, 0.0657], [-0.0436, 0.0491, 0.1126], [0.1068, -0.0406, -0.0447], [0.0471, -0.0494, 0.0161], [-0.0712, -0.1203, 0.0936], [-0.0280, 0.1360, -0.0532], [0.2024, 0.0483, -0.1110], [-0.0653, -0.0580, 0.0970], [-0.1065, -0.0027, 0.0228], [-0.0504, 0.0714, -0.0618], [0.0747, 0.0742, -0.0571], [0.1162, -0.0576, 0.1167], [-0.0666, -0.0813, 0.1094], [0.0152, 0.0852, -0.1457], [0.0182, 0.0284, -0.0927], [0.0371, -0.0641, -0.0794], [-0.0477, 0.1061, -0.1522], [0.1211, -0.0139, 0.0093], [-0.1058, -0.0341, 0.0436], [-0.0446, -0.0345, 0.0754], [0.0822, -0.0357, 0.0545], [0.1920, 0.0225, -0.0023]], "nbo_charge": [-0.64, 0.68, -0.49, -0.40, -0.40, -0.40, -0.23, -0.47, 0.80, -0.62, -0.61, 0.30, -0.27, -0.16, -0.25, -0.12, -0.24, 0.69, -0.62, -0.62, -0.23, -0.44, -0.08, -0.02, -0.53, 0.14, -0.24, -0.21, -0.27, -0.13, -0.12, 0.23, 0.21, 0.22, 0.20, 0.21, 0.20, 0.23, 0.20, 0.23, 0.22, 0.42, 0.22, 0.22, 0.22, 0.24, 0.39, 0.19, 0.24, 0.24, 0.21, 0.21, 0.41, 0.21, 0.21, 0.22, 0.21]}